Formula: C6H13N2
Source: OMol25
Level of theory: ωB97M-V/def2-TZVPD

Values from the calculation:
- multiplicity = 1
- HOMO energy (spin up / spin down) (eV) = -11.82 / -11.83
- charge = +1
- relative energy (zero: lowest compared OMol25 entry of this formula, charge and spin) (kJ/mol) = 417.3
- E_LUMO (spin up / spin down) (eV) = -3.8 / -3.8

Each line ends with the natural charge from an NBO analysis.
Cartesian coordinates (Å):
C1 0.533 -1.393 0.328  -0.045
C2 -1.927 -0.888 0.256  0.151
C3 0.230 0.472 -0.325  0.050
C4 -2.930 -0.013 -0.322  -0.703
C5 0.136 1.820 0.222  -0.690
C6 2.631 -0.323 -0.638  -0.431
N1 -0.639 -0.593 0.218  -0.272
N2 1.507 -0.270 0.222  -0.376
H1 0.497 -2.027 1.153  0.230
H2 0.635 -2.219 -0.440  0.246
H3 -2.062 -1.851 0.789  0.223
H4 -3.716 -0.686 -0.689  0.264
H5 -2.539 0.514 -1.223  0.254
H6 -3.288 0.812 0.300  0.270
H7 0.519 1.906 1.291  0.189
H8 -0.785 2.219 -0.013  0.251
H9 0.881 2.492 -0.348  0.246
H10 2.790 0.715 -0.971  0.246
H11 3.477 -0.790 -0.077  0.237
H12 2.351 -0.776 -1.610  0.250
H13 1.733 0.069 1.133  0.410

Formula: C57H137N3O13
Source: OMol25
Level of theory: ωB97M-V/def2-TZVPD

Values from the calculation:
- multiplicity = 1
- HOMO energy (eV) = -8.45
- charge = 0
- relative energy (zero: lowest compared OMol25 entry of this formula, charge and spin) (kJ/mol) = 204.5
- E_LUMO (eV) = 0.4

Each line ends with the Mulliken charge.
Cartesian coordinates (Å):
C1 -2.065 6.496 -2.214  -1.339
C2 -1.663 5.494 -3.240  1.265
C3 -0.598 4.489 -2.669  0.188
C4 -0.356 3.273 -3.491  -0.974
C5 -1.707 2.554 -3.633  0.992
C6 -2.732 3.383 -4.319  2.216
N1 -2.813 4.683 -3.595  0.647
O1 -3.901 5.478 -4.092  -0.581
C7 -2.440 3.448 -5.844  -1.494
C8 -4.094 2.679 -4.186  -1.671
C9 -1.029 6.305 -4.459  -1.728
H1 -1.266 7.207 -2.065  0.410
H2 -2.244 5.966 -1.265  -0.158
H3 -3.003 6.944 -2.529  0.480
H4 0.354 5.083 -2.522  0.378
H5 -0.972 4.128 -1.692  -0.720
H6 0.458 2.621 -3.157  -0.639
H7 -0.075 3.524 -4.513  0.698
H8 -1.926 2.359 -2.539  -0.893
H9 -1.594 1.590 -4.148  -0.309
H10 -1.385 3.290 -6.096  0.295
H11 -3.053 2.677 -6.331  0.401
H12 -2.774 4.398 -6.192  0.234
H13 -4.822 3.174 -4.820  0.412
H14 -3.920 1.621 -4.439  0.369
H15 -4.499 2.678 -3.145  0.027
H16 -0.331 7.002 -4.043  0.507
H17 -1.822 6.850 -5.008  0.296
H18 -0.528 5.574 -5.073  0.350
H19 -3.658 5.770 -4.982  0.389
C10 5.842 -4.506 0.266  -1.687
C11 4.670 -3.815 1.055  2.058
C12 3.241 -3.911 0.503  -1.307
C13 2.730 -5.309 0.569  -1.102
C14 2.669 -5.664 2.053  -1.596
C15 4.021 -5.479 2.825  1.847
N2 4.567 -4.207 2.492  0.965
O2 5.804 -3.967 3.113  -0.536
C16 3.761 -5.533 4.250  -2.112
C17 5.015 -6.631 2.393  -1.764
C18 4.990 -2.274 1.050  -2.173
H20 6.589 -4.739 1.024  0.330
H21 6.267 -3.723 -0.415  0.455
H22 5.424 -5.422 -0.162  0.252
H23 2.607 -3.405 1.233  -0.072
H24 3.041 -3.399 -0.455  0.765
H25 3.440 -5.981 0.043  0.400
H26 1.798 -5.455 0.111  0.509
H27 2.220 -6.683 2.265  0.542
H28 2.021 -4.965 2.485  0.360
H29 3.400 -6.533 4.518  0.468
H30 4.697 -5.194 4.761  0.452
H31 2.944 -4.902 4.640  0.180
H32 6.042 -6.297 2.522  0.332
H33 4.881 -7.501 3.057  0.445
H34 4.937 -6.911 1.337  0.288
H35 4.856 -1.847 0.071  0.552
H36 5.905 -2.049 1.561  0.596
H37 4.180 -1.741 1.585  0.113
H38 5.671 -3.152 3.659  0.342
C19 -0.703 -2.393 -1.974  -2.223
C20 -0.747 -1.257 -0.940  2.974
C21 -0.839 -1.873 0.508  -0.650
C22 -0.492 -0.920 1.696  1.797
C23 0.929 -0.322 1.399  -0.617
C24 1.034 0.352 -0.026  2.692
N3 0.565 -0.532 -1.077  -0.130
O3 0.498 0.153 -2.370  0.268
C25 0.317 1.742 -0.027  -0.518
C26 2.578 0.646 -0.178  -0.729
C27 -1.997 -0.321 -1.223  -1.225
H39 -1.696 -2.901 -1.898  0.353
H40 0.142 -3.028 -1.867  0.534
H41 -0.719 -2.000 -2.993  0.077
H42 -1.803 -2.369 0.561  -0.206
H43 -0.114 -2.720 0.449  -0.616
H44 -0.592 -1.484 2.619  -0.165
H45 -1.262 -0.070 1.696  -1.327
H46 1.606 -1.192 1.432  -1.306
H47 1.286 0.347 2.183  0.783
H48 0.768 2.348 -0.792  -0.245
H49 -0.767 1.669 -0.110  -0.467
H50 0.549 2.164 0.975  0.139
H51 3.249 -0.203 0.006  -0.363
H52 2.813 0.842 -1.256  0.025
H53 2.891 1.435 0.540  0.235
H54 -1.858 0.267 -2.151  -0.121
H55 -2.224 0.251 -0.359  -0.001
H56 -2.847 -0.983 -1.288  0.565
H57 1.277 -0.254 -2.772  0.207
C28 -4.891 -1.041 1.020  0.327
C29 -5.812 -2.284 0.976  -0.061
C30 -5.638 -2.998 -0.365  -0.981
O4 -5.428 -3.056 2.156  -0.659
H58 -3.865 -1.407 0.990  -0.799
H59 -5.031 -0.576 2.027  0.133
H60 -5.146 -0.336 0.232  0.479
H61 -6.853 -2.014 1.175  0.452
H62 -6.398 -3.766 -0.553  0.308
H63 -4.629 -3.413 -0.396  0.056
H64 -5.669 -2.247 -1.150  0.362
H65 -4.533 -3.439 2.000  0.535
C31 -3.493 2.724 2.449  -0.824
C32 -3.925 3.462 1.205  0.168
C33 -2.787 3.749 0.240  0.412
O5 -4.910 2.597 0.545  -0.533
H66 -2.648 3.338 2.885  0.137
H67 -3.075 1.673 2.266  -0.256
H68 -4.365 2.618 3.113  0.500
H69 -4.473 4.390 1.537  0.233
H70 -3.212 4.287 -0.630  0.115
H71 -2.359 2.815 -0.113  -0.264
H72 -1.934 4.294 0.704  -0.224
H73 -5.096 2.986 -0.332  0.310
C34 3.349 3.954 5.262  -1.256
C35 3.602 3.914 3.794  0.706
C36 4.748 3.017 3.474  -1.457
O6 2.421 3.423 3.190  -0.138
H74 4.192 4.485 5.778  0.390
H75 3.210 2.973 5.697  0.192
H76 2.490 4.586 5.471  0.311
H77 3.904 4.896 3.390  0.219
H78 5.657 3.422 3.907  0.455
H79 4.901 3.051 2.393  0.351
H80 4.623 1.989 3.861  0.170
H81 1.801 4.171 3.008  0.241
C37 0.543 -0.392 -6.117  -1.521
C38 -0.970 -0.517 -6.004  1.770
C39 -1.780 0.128 -7.117  -1.423
O7 -1.307 -1.892 -5.706  -0.659
H82 0.975 -0.825 -5.212  0.182
H83 0.815 0.644 -6.181  0.431
H84 1.024 -0.819 -7.006  0.439
H85 -1.347 -0.038 -5.109  -0.727
H86 -1.605 1.224 -7.191  0.221
H87 -2.805 -0.023 -6.698  0.380
H88 -1.772 -0.373 -8.075  0.460
H89 -1.405 -2.436 -6.494  0.329
C40 0.879 0.281 5.558  -0.423
C41 1.864 -0.868 5.859  0.555
C42 2.594 -1.417 4.711  -0.056
O8 2.664 -0.260 6.819  -0.573
H90 0.420 0.672 6.454  0.404
H91 0.081 -0.026 4.813  -0.278
H92 1.529 1.040 5.093  -0.014
H93 1.320 -1.723 6.352  0.108
H94 3.407 -2.177 4.905  0.459
H95 2.996 -0.550 4.078  -0.206
H96 1.787 -1.868 4.048  -0.345
H97 3.524 -0.702 6.960  0.330
C43 -2.002 -5.685 0.463  -1.424
C44 -2.103 -5.195 1.925  0.336
C45 -0.763 -4.965 2.523  -0.602
O9 -2.854 -3.989 1.883  -0.364
H98 -1.738 -6.763 0.367  0.443
H99 -1.345 -5.026 -0.114  0.121
H100 -3.007 -5.613 0.050  0.463
H101 -2.785 -5.939 2.381  0.363
H102 -0.093 -5.825 2.369  0.420
H103 -0.829 -4.762 3.608  0.326
H104 -0.397 -4.055 2.072  -0.088
H105 -2.843 -3.499 2.768  0.317
C46 3.654 4.626 -2.753  -1.106
C47 4.311 3.350 -3.214  0.780
C48 3.481 2.565 -4.230  -0.421
O10 5.596 3.608 -3.799  -0.586
H106 2.727 4.394 -2.279  0.056
H107 3.362 5.206 -3.643  0.309
H108 4.235 5.229 -2.066  0.383
H109 4.477 2.642 -2.346  0.047
H110 3.669 2.968 -5.282  0.458
H111 2.407 2.712 -4.175  -0.315
H112 3.713 1.478 -4.193  0.237
H113 6.221 2.986 -3.405  0.366
C49 -2.300 -5.610 -5.706  -1.275
C50 -1.117 -5.302 -4.841  1.516
C51 -0.468 -6.520 -4.190  -1.454
O11 -0.090 -4.692 -5.680  -0.640
H114 -2.023 -6.325 -6.426  0.360
H115 -2.644 -4.665 -6.177  0.229
H116 -3.202 -6.028 -5.211  0.324
H117 -1.355 -4.619 -4.065  -0.409
H118 -0.418 -7.272 -4.905  0.424
H119 -1.165 -6.762 -3.372  0.300
H120 0.426 -6.223 -3.719  0.354
H121 -0.157 -3.722 -5.595  0.344
C52 -0.265 7.514 3.627  -1.517
C53 -0.187 6.493 2.494  0.758
C54 -0.221 7.110 1.097  -1.231
O12 1.024 5.779 2.595  -0.499
H122 -1.147 8.169 3.665  0.355
H123 0.638 8.149 3.473  0.286
H124 -0.019 6.977 4.536  0.375
H125 -0.888 5.685 2.616  0.027
H126 0.035 6.371 0.336  0.268
H127 0.430 8.001 0.976  0.444
H128 -1.242 7.397 0.849  0.421
H129 1.776 6.320 2.307  0.206
C55 -3.131 -0.273 4.804  -1.455
C56 -2.546 -1.663 4.950  1.848
C57 -2.452 -2.042 6.431  -1.750
O13 -3.341 -2.673 4.298  -0.781
H130 -3.309 -0.116 3.715  0.094
H131 -2.402 0.385 5.252  0.485
H132 -4.072 -0.150 5.255  0.554
H133 -1.545 -1.701 4.482  -0.603
H134 -3.437 -1.947 6.840  0.417
H135 -1.722 -1.393 6.993  0.281
H136 -2.116 -3.069 6.513  0.433
H137 -4.217 -2.288 4.064  0.350

Formula: C22H20ClN4O5SbSe4TeW
Source: OMol25
Level of theory: ωB97M-V/def2-TZVPD

Values from the calculation:
- multiplicity = 1
- HOMO energy (spin up / spin down) (eV) = -2.25 / -2.26
- charge = -2
- relative energy (zero: lowest compared OMol25 entry of this formula, charge and spin) (kJ/mol) = 318.1
- E_LUMO (spin up / spin down) (eV) = 2.4 / 2.4

Each line ends with the natural charge from an NBO analysis.
Cartesian coordinates (Å):
W1 -0.430 -0.634 -0.016  1.125
C1 -0.955 3.544 -2.065  -0.247
O1 -0.423 4.433 -1.091  -0.528
C2 -0.140 4.024 0.178  0.312
C3 0.153 5.047 1.050  -0.270
C4 0.500 4.829 2.391  -0.279
C5 0.507 3.547 2.868  -0.211
C6 0.197 2.477 2.012  -0.160
C7 0.203 1.148 2.531  0.165
N1 -0.175 0.169 1.817  -0.315
N2 -0.167 -1.139 2.375  -0.463
C8 0.062 -2.293 1.660  0.570
O2 -0.269 -2.549 0.338  -0.693
C9 -0.135 -3.474 2.541  0.017
C10 0.245 -3.420 3.879  -0.180
C11 -0.081 -4.459 4.731  -0.217
C12 -0.795 -5.557 4.259  -0.229
C13 -1.156 -5.617 2.923  -0.223
C14 -0.824 -4.578 2.061  -0.198
C15 -0.078 2.654 0.624  0.356
O3 -0.209 1.669 -0.193  -0.720
H1 -1.197 4.164 -2.927  0.186
H2 -1.853 3.041 -1.705  0.181
H3 -0.221 2.800 -2.368  0.197
H4 0.112 6.055 0.652  0.207
H5 0.744 5.667 3.032  0.195
H6 0.746 3.336 3.905  0.195
H7 0.507 0.940 3.553  0.201
H8 0.782 -2.550 4.230  0.237
H9 0.200 -4.403 5.776  0.197
H10 -1.072 -6.357 4.935  0.195
H11 -1.719 -6.462 2.546  0.200
H12 -1.122 -4.609 1.023  0.238
Se1 -0.844 2.323 -6.084  -0.662
Sb1 -1.605 0.633 -4.497  0.951
Se2 -2.810 -0.615 0.546  -0.306
Se3 -1.556 0.033 -2.085  -0.122
Se4 -2.404 -1.173 -5.843  -0.610
N3 2.951 2.228 -0.353  -0.794
C16 2.781 2.615 -1.643  0.392
C17 2.975 3.956 -2.028  -0.320
C18 2.717 4.314 -3.332  -0.163
C19 2.299 3.349 -4.240  -0.339
C20 2.177 2.050 -3.772  0.062
N4 2.394 1.674 -2.517  -0.483
H13 3.441 2.840 0.273  0.373
H14 2.991 1.235 -0.154  0.449
H15 3.313 4.678 -1.295  0.197
H16 2.845 5.345 -3.644  0.195
H17 1.996 3.581 -5.250  0.220
H18 1.894 1.254 -4.456  0.193
Cl1 4.259 -1.033 0.466  -0.446
C21 2.229 -2.322 -1.145  -0.689
C22 2.268 -1.551 0.212  0.709
O4 2.019 -2.269 1.268  -0.746
O5 1.645 -0.334 0.148  -0.849
H19 1.902 -3.339 -0.952  0.226
H20 3.196 -2.309 -1.640  0.234
Te1 0.762 -1.311 -2.502  0.289

- Which value of relative energy (zero: lowest compared OMol25 entry of this formula, charge and spin) does entry 3 give?
  318.1 kJ/mol

- What is the relative energy (zero: lowest compared OMol25 entry of this formula, charge and spin) in the third record?
  318.1 kJ/mol